The following is a DFT calculation (wB97M-V/def2-TZVPD) of C4H5N3O as an isolated structure at a distorted geometry.

```
13
Properties=species:S:1:pos:R:3:lowdin_charge:R:1
O 1.233 1.170 1.613 -0.02
N -0.459 -0.822 -0.047 -0.08
N -0.195 0.931 -1.307 0.16
N -0.385 -1.383 -1.246 0.11
C -0.049 0.670 1.283 -0.24
C -0.334 0.489 -0.139 -0.37
C 0.001 -0.844 1.280 -0.06
C -0.256 -0.287 -2.037 -0.13
H 1.867 1.267 0.852 0.13
H -0.900 1.041 1.837 0.16
H 1.016 -1.299 1.432 0.16
H -0.069 -0.340 -3.087 0.09
H -0.677 -1.277 1.935 0.10
```

- HOMO-LUMO gap: 10.48 eV
- Calculated total energy: -10743.96818 eV
- Charge: 0
- Lowest unoccupied orbital energy: 0.757 eV
- Energy above the lowest of the compared OMol25 structures with the same formula, charge and spin: 351.8 kJ/mol

The following is a DFT calculation (wB97M-V/def2-TZVPD) of a 4-piece molecular cluster, C4H14O3 overall at a distorted geometry.

```
21
Properties=species:S:1:pos:R:3:lowdin_charge:R:1
O 2.391 -3.773 0.337 -0.10
O 0.877 -0.802 1.725 -0.10
O 3.070 0.714 1.136 -0.06
C -0.935 -1.104 -1.093 -0.13
C -1.482 1.213 -0.224 -0.17
C -2.199 2.481 -0.726 -0.17
C -1.276 0.326 -1.250 -0.20
H 0.097 -1.038 -0.758 0.05
H -1.703 0.704 -2.217 0.10
H 2.432 -2.976 0.896 0.01
H -2.133 2.652 -1.808 0.05
H 3.012 0.760 0.158 0.08
H 1.380 -3.818 0.313 0.07
H -3.326 2.510 -0.265 0.11
H -1.396 -1.757 -0.317 0.09
H 1.575 -0.314 1.312 -0.05
H -1.740 3.416 -0.143 0.08
H 2.958 1.621 1.476 0.07
H -1.144 -1.663 -2.003 0.07
H -1.369 1.072 0.872 0.10
H 0.911 -0.224 2.581 0.10
```

- HOMO-LUMO gap: 8.97 eV
- Calculated total energy: -10515.52782 eV
- Charge: 0
- Lowest unoccupied orbital energy: 0.223 eV
- Energy above the lowest of the compared OMol25 structures with the same formula, charge and spin: 231.7 kJ/mol

The following is a DFT calculation (wB97M-V/def2-TZVPD) of a single C15H20N2O2 molecule.

```
39
Properties=species:S:1:pos:R:3:lowdin_charge:R:1
O -0.525 0.581 -2.530 -0.05
O -2.688 -3.958 -0.239 -0.06
N 2.873 2.554 1.056 -0.10
N 2.734 4.316 2.379 0.05
C 1.057 1.972 -1.285 -0.16
C 2.647 1.229 0.545 -0.14
C 1.245 1.083 -0.058 -0.17
C -1.077 -0.467 -1.846 -0.28
C -1.021 -1.697 -2.508 0.00
C 3.516 3.581 0.425 -0.09
C -1.696 -0.414 -0.607 -0.03
C -0.331 1.839 -1.922 -0.19
C -1.559 -2.828 -1.943 0.00
C 3.423 4.657 1.259 -0.16
C -2.177 -2.776 -0.690 -0.28
C -2.239 -1.556 -0.034 -0.02
C -2.184 -4.077 2.154 -0.07
C 2.419 3.061 2.227 -0.19
C -3.245 -4.034 1.057 -0.25
H -0.547 -1.735 -3.476 0.12
H 1.201 3.018 -1.008 0.11
H 2.767 0.513 1.365 0.13
H -1.114 2.066 -1.194 0.12
H -1.774 0.510 -0.056 0.10
H 3.404 1.017 -0.215 0.13
H 1.802 1.709 -2.039 0.12
H -0.411 2.560 -2.742 0.13
H -1.518 -4.919 1.987 0.08
H -1.518 -3.776 -2.454 0.12
H -2.662 -4.191 3.123 0.08
H -3.949 -3.209 1.226 0.11
H 3.981 3.457 -0.532 0.11
H 1.873 2.476 2.941 0.12
H 3.805 5.649 1.127 0.09
H -2.713 -1.460 0.930 0.11
H 0.507 1.346 0.704 0.11
H 1.096 0.037 -0.332 0.11
H -1.591 -3.166 2.156 0.07
H -3.810 -4.970 1.053 0.12
```

- HOMO-LUMO gap: 8.62 eV
- Calculated total energy: -22954.11398 eV
- Charge: 0
- Lowest unoccupied orbital energy: 0.678 eV
- Energy above the lowest of the compared OMol25 structures with the same formula, charge and spin: 206.2 kJ/mol

The following is a DFT calculation (wB97M-V/def2-TZVPD) of C6H13N2O as an isolated structure at a distorted geometry.

```
22
Properties=species:S:1:pos:R:3:lowdin_charge:R:1
O -2.981 1.406 -0.309 -0.04
N 1.408 0.474 0.004 -0.16
N -0.928 -1.870 0.114 0.00
C 0.460 -1.767 -0.263 -0.13
C 1.022 1.802 0.145 0.00
C 0.465 -0.308 -0.212 -0.11
C -1.035 -0.443 0.120 -0.16
C 2.756 0.124 0.219 0.04
C -2.689 0.054 -0.383 -0.13
H -3.753 1.557 0.235 0.10
H -1.157 -0.036 1.202 0.18
H 3.378 0.680 -0.520 0.14
H 1.489 2.357 -0.657 0.12
H 0.650 -2.240 -1.225 0.15
H 2.961 0.485 1.261 0.14
H 1.246 -2.293 0.310 0.14
H -2.746 -0.318 -1.420 0.12
H 1.481 2.282 1.066 0.14
H -3.247 -0.441 0.423 0.12
H -0.102 1.889 0.216 0.13
H 2.895 -0.886 0.058 0.07
H -1.572 -2.509 -0.385 0.15
```

- HOMO-LUMO gap: 8.83 eV
- Calculated total energy: -11450.44813 eV
- Charge: +1
- Lowest unoccupied orbital energy: -3.988 eV
- Energy above the lowest of the compared OMol25 structures with the same formula, charge and spin: 411.6 kJ/mol

The following is a DFT calculation (wB97M-V/def2-TZVPD) of an isolated ion of composition C9H17BI2N3O4 and charge +1 at a distorted geometry.

```
36
Properties=species:S:1:pos:R:3:lowdin_charge:R:1
I 1.928 -0.600 3.226 1.02
I -4.500 0.371 -2.778 0.88
O -4.448 -1.628 -0.650 0.05
O 2.813 2.588 -0.601 0.16
O -0.521 0.513 1.746 -0.10
O 0.777 3.429 -1.541 0.19
N -1.906 -0.775 0.288 -0.02
N 0.032 0.222 -0.562 0.24
N -0.996 -1.546 -1.682 0.29
C -4.002 -0.577 -0.933 -0.87
C 2.445 -1.042 0.310 -0.31
C -0.911 -0.710 -0.667 -0.35
C 0.488 0.698 0.780 -0.47
C 1.674 -2.368 0.272 -0.11
C -3.009 0.152 -0.027 -0.14
C -1.348 -0.625 1.622 -0.15
C 1.874 0.073 1.184 -0.61
C 0.667 2.220 0.735 0.02
B 1.434 2.770 -0.538 -0.62
H -3.549 0.380 0.885 0.15
H -0.484 -1.383 -2.534 0.15
H 1.507 -2.672 -0.759 0.07
H -1.666 -2.295 -1.608 0.15
H 0.699 -2.327 0.747 0.04
H 0.805 0.018 -1.185 0.15
H -2.666 1.060 -0.515 0.10
H 1.019 3.110 -2.416 0.11
H 3.128 2.019 -1.308 0.11
H 2.231 -3.176 0.728 0.08
H 2.573 -0.662 -0.708 0.10
H 1.203 2.510 1.633 0.13
H 2.597 0.875 1.177 0.06
H 3.443 -1.243 0.681 0.10
H -0.335 2.640 0.750 0.13
H -2.172 -0.494 2.312 0.15
H -0.825 -1.526 1.936 0.11
```

- HOMO-LUMO gap: 8.72 eV
- Calculated total energy: -39142.27585 eV
- Charge: +1
- Lowest unoccupied orbital energy: -3.747 eV

The following is a DFT calculation (wB97M-V/def2-TZVPD) of C32H58Ge3N4O2S3Si3Y as an isolated structure at a distorted geometry.

```
106
Properties=species:S:1:pos:R:3:lowdin_charge:R:1
Y 1.209 -0.054 -0.309 0.90
Ge -1.324 -2.141 2.181 0.53
Ge 2.771 0.403 -2.618 0.79
Ge -0.348 1.168 -2.481 0.90
S 1.277 -2.769 -0.541 0.46
S -1.273 -1.292 -0.006 0.39
S -1.203 -3.423 -2.092 0.62
Si -2.351 -4.255 1.721 0.32
Si -2.904 -0.573 3.062 0.33
Si 0.583 -2.418 3.600 0.33
O 1.553 2.316 0.171 -0.09
O 0.742 1.023 1.761 -0.16
N 1.182 2.996 3.612 0.01
N 3.797 2.833 2.952 0.28
N 3.371 -0.489 0.797 0.15
N 6.962 -0.385 3.695 0.16
C -3.679 -4.000 0.440 -0.22
C 4.574 1.096 -2.169 -0.39
C 2.041 1.813 -3.772 -0.26
C -0.236 -3.420 4.967 -0.22
C 4.589 2.364 -1.320 -0.19
C -0.969 3.881 -4.364 -0.06
C -0.389 -2.601 -0.951 -1.68
C 2.027 -3.388 2.945 -0.22
C -1.035 -5.443 1.139 -0.21
C 0.800 3.500 -5.920 -0.04
C -2.758 2.515 -1.327 -0.16
C -1.503 4.858 -5.195 -0.08
C 0.754 2.165 -3.766 -0.36
C 3.036 -1.119 -3.840 -0.39
C -1.656 0.041 -3.401 -0.39
C -2.076 0.983 3.690 -0.21
C 4.159 -0.061 1.505 -0.13
C 0.845 3.357 2.222 -0.15
C 0.195 3.191 -4.697 -0.24
C -3.855 -1.328 4.486 -0.21
C 1.717 -1.650 -4.397 -0.19
C -1.277 2.227 -1.067 -0.38
C 1.213 -0.839 4.380 -0.21
C 6.046 0.061 3.160 -0.20
C -2.333 0.678 -4.615 -0.16
C -0.882 5.158 -6.397 -0.10
C 4.342 1.805 2.814 -0.06
C 1.078 2.169 1.322 -0.68
C 0.271 4.469 -6.757 -0.08
C -3.163 -4.950 3.260 -0.21
C -4.081 -0.115 1.685 -0.22
C 4.911 0.611 2.496 -0.21
H 0.758 4.682 -7.702 0.10
H 1.458 4.183 1.880 0.12
H -1.503 -6.345 0.729 0.04
H -2.972 1.521 -4.337 0.06
H -0.693 3.129 -0.878 0.06
H 1.152 -0.860 -4.901 0.06
H -3.286 1.633 -1.697 0.06
H -3.282 -3.643 -0.513 -0.04
H -3.622 0.591 0.987 0.01
H -2.406 5.379 -4.899 0.10
H 0.823 3.688 4.256 0.10
H -1.243 -3.072 5.217 0.01
H 3.685 -0.760 -4.647 0.06
H 1.085 -2.051 -3.599 0.02
H -1.124 -0.863 -3.702 0.02
H -4.402 -0.981 1.102 0.02
H -0.395 -5.748 1.973 0.03
H 1.639 -0.152 3.648 -0.01
H -1.225 1.629 -0.147 0.00
H -2.910 3.316 -2.052 0.05
H 5.042 1.283 -3.142 0.06
H 0.409 -0.318 4.908 0.02
H 2.810 -3.373 3.711 0.04
H -4.185 -4.957 0.276 0.04
H -2.962 -0.054 -5.129 0.07
H -0.399 -5.010 0.364 -0.01
H -3.656 -5.889 2.983 0.04
H -4.429 -3.284 0.790 0.02
H -1.605 1.054 -5.338 0.06
H -3.261 2.825 -0.407 0.06
H 1.869 -2.456 -5.121 0.07
H 4.124 2.206 -0.343 0.02
H -4.969 0.359 2.115 0.04
H 2.883 3.098 3.428 0.08
H 0.731 2.113 3.834 0.07
H -0.305 -4.476 4.692 0.03
H -3.932 -4.284 3.662 0.01
H -4.474 -2.172 4.168 0.02
H 5.154 0.298 -1.695 0.05
H 2.438 -2.989 2.019 -0.03
H 3.583 -1.909 -3.321 0.05
H 1.982 -1.113 5.112 0.04
H 2.719 2.320 -4.466 0.06
H -2.452 -5.172 4.059 0.01
H -1.362 1.368 2.961 0.00
H -2.841 1.743 3.881 0.04
H 1.747 -4.429 2.763 0.03
H -1.542 0.794 4.627 0.02
H 4.021 3.168 -1.796 0.07
H -1.467 3.655 -3.428 0.07
H -3.197 -1.673 5.288 0.02
H 1.683 2.955 -6.233 0.10
H -4.523 -0.568 4.906 0.04
H 0.371 -3.352 5.877 0.04
H -0.207 3.639 2.087 0.13
H -1.295 5.913 -7.055 0.10
H -2.394 -0.292 -2.667 0.04
H 5.606 2.732 -1.152 0.07
```

- HOMO-LUMO gap (spin up / spin down): 6.47 / 6.25 eV
- Calculated total energy: -270913.78117 eV
- Charge: 0
- Lowest unoccupied orbital energy (spin up / spin down): -0.321 / -1.332 eV
- Multiplicity: 2
- Expectation value of S²: 0.756
- Energy above the lowest of the compared OMol25 structures with the same formula, charge and spin: 98.6 kJ/mol

- Number 2 is which compound?
  C4H14O3

- calculated total energy of number 3 (C15H20N2O2)?
  -22954.11398 eV